{
  "formula": "C39H104CoF4N2O21S4",
  "method": "ωB97M-V/def2-TZVPD",
  "molar_mass_g_mol": 1200.45,
  "total_charge": -1,
  "s2": 6.01,
  "total_energy_ev": -179942.41564,
  "multiplicity": 5,
  "homo_energy_ev": [-2.2536, -7.0424],
  "species": ["Co", "N", "S", "O", "O", "F", "S", "O", "O", "F", "N", "S", "O", "O", "F", "S", "O", "O", "F", "C", "C", "C", "O", "H", "H", "H", "H", "H", "H", "H", "H", "C", "C", "C", "O", "H", "H", "H", "H", "H", "H", "H", "H", "C", "C", "C", "O", "H", "H", "H", "H", "H", "H", "H", "H", "C", "C", "C", "O", "H", "H", "H", "H", "H", "H", "H", "H", "C", "C", "C", "O", "H", "H", "H", "H", "H", "H", "H", "H", "C", "C", "C", "O", "H", "H", "H", "H", "H", "H", "H", "H", "C", "C", "C", "O", "H", "H", "H", "H", "H", "H", "H", "H", "C", "C", "C", "O", "H", "H", "H", "H", "H", "H", "H", "H", "C", "C", "C", "O", "H", "H", "H", "H", "H", "H", "H", "H", "C", "C", "C", "O", "H", "H", "H", "H", "H", "H", "H", "H", "C", "C", "C", "O", "H", "H", "H", "H", "H", "H", "H", "H", "C", "C", "C", "O", "H", "H", "H", "H", "H", "H", "H", "H", "C", "C", "C", "O", "H", "H", "H", "H", "H", "H", "H", "H"],
  "positions_angstrom": [[-1.6634, -0.1040, -2.6076], [-6.0690, -1.6051, -2.4262], [-7.0387, -0.4162, -2.2038], [-6.5933, 0.9511, -2.4657], [-8.0507, -0.5689, -1.1624], [-7.9004, -0.7743, -3.5309], [-4.9073, -1.0394, -1.2727], [-5.2906, -0.4126, -0.0249], [-3.6324, -0.6247, -1.9260], [-4.4560, -2.5390, -0.7869], [-1.0003, 0.5259, -0.8772], [0.6022, 0.4807, -0.2082], [0.8706, -0.2474, 1.0446], [1.4131, 1.6182, -0.5635], [0.9740, -0.6369, -1.2844], [-1.5906, 1.0893, 0.4192], [-1.1126, 2.3885, 0.9536], [-2.1471, 0.0891, 1.2850], [-2.9500, 1.5545, -0.2760], [4.0069, -4.6156, 1.7967], [3.6553, -4.3575, 0.3693], [3.7263, -2.8970, -0.1507], [4.5082, -5.1392, -0.4832], [3.7193, -3.8496, 2.5168], [5.0912, -4.6988, 1.8710], [3.8484, -5.6396, 2.1349], [2.6632, -4.7860, 0.2268], [2.7917, -2.3539, -0.0110], [4.0209, -2.8926, -1.2001], [4.4335, -2.2971, 0.4221], [4.1443, -6.0233, -0.5703], [-3.5758, -4.4234, 2.4817], [-3.5675, -2.8828, 2.7276], [-3.9871, -2.5675, 4.1647], [-2.3079, -2.3335, 2.5501], [-3.0503, -4.6859, 1.5636], [-4.6126, -4.7470, 2.3898], [-3.2013, -4.9137, 3.3802], [-4.2686, -2.4703, 2.0021], [-3.4794, -1.6879, 4.5606], [-3.6052, -3.2879, 4.8880], [-5.0513, -2.3642, 4.2844], [-2.4193, -1.5837, 1.9611], [1.9583, 1.0821, -4.2263], [0.5671, 0.9067, -4.7956], [0.5139, 0.4648, -6.2539], [-0.0840, -0.0905, -4.0381], [1.9436, 1.4502, -3.2005], [2.5422, 1.8217, -4.7742], [2.5374, 0.1587, -4.2217], [-0.0149, 1.8213, -4.6817], [-0.5392, 0.4961, -6.5334], [0.8961, -0.5389, -6.4400], [1.0168, 1.1538, -6.9325], [0.4725, -0.8677, -4.1271], [-4.2326, 6.4024, 1.3905], [-4.9291, 5.0733, 0.8105], [-4.5295, 3.8124, 1.5333], [-6.3065, 5.1689, 0.9563], [-4.6959, 7.3228, 1.0350], [-3.1564, 6.3972, 1.2179], [-4.3766, 6.4461, 2.4701], [-4.6607, 4.9461, -0.2382], [-4.9810, 2.9627, 1.0213], [-4.8321, 3.8905, 2.5775], [-3.4627, 3.5887, 1.5258], [-6.5012, 5.4967, 1.8374], [4.7251, 0.3364, 5.0045], [4.5273, 0.8785, 3.5747], [3.4682, 0.2239, 2.6506], [4.1654, 2.1635, 3.8311], [5.2058, -0.6413, 4.9691], [3.7574, 0.1537, 5.4717], [5.2892, 1.0022, 5.6575], [5.5134, 0.8882, 3.1103], [3.4321, 0.7094, 1.6753], [2.4787, 0.2530, 3.1068], [3.6046, -0.8522, 2.5431], [4.8176, 2.6437, 4.3465], [-1.4237, 0.5861, 4.3930], [-0.9610, -0.0787, 5.6460], [0.5256, 0.1823, 5.8708], [-1.6611, 0.5249, 6.6885], [-1.0150, 0.0382, 3.5439], [-1.1301, 1.6182, 4.2020], [-2.5050, 0.6239, 4.2606], [-1.1411, -1.1535, 5.6656], [1.1609, -0.1835, 5.0642], [0.8762, -0.2791, 6.7940], [0.7396, 1.2472, 5.9617], [-1.2770, 1.4020, 6.7576], [1.2712, 4.3531, -2.2649], [-0.2564, 4.1454, -2.0416], [-0.9743, 5.2521, -1.2739], [-0.8630, 3.9107, -3.2934], [1.6407, 3.6167, -2.9785], [1.8986, 4.3042, -1.3749], [1.3040, 5.3376, -2.7316], [-0.4147, 3.2912, -1.3832], [-0.3097, 5.5889, -0.4783], [-1.8671, 4.9275, -0.7396], [-1.2084, 6.0976, -1.9207], [-0.3553, 4.3443, -3.9832], [-2.1171, -4.4563, -1.7341], [-1.4180, -3.1587, -1.2018], [-0.1238, -3.4618, -0.3934], [-1.1350, -2.2513, -2.2505], [-1.5163, -4.9936, -2.4679], [-3.0603, -4.1026, -2.1503], [-2.3602, -5.0304, -0.8400], [-2.2105, -2.6968, -0.6131], [-0.2813, -4.2163, 0.3773], [0.2812, -2.5141, -0.0384], [0.6527, -3.9208, -1.0053], [-0.3507, -2.5901, -2.6884], [-3.8885, 3.4257, -3.4485], [-3.4829, 2.0423, -3.9962], [-3.1753, 2.0649, -5.5021], [-2.3127, 1.6743, -3.3703], [-3.1947, 4.2276, -3.7010], [-3.9951, 3.4249, -2.3638], [-4.8661, 3.7029, -3.8428], [-4.0892, 1.1770, -3.7282], [-2.5551, 2.9239, -5.7582], [-4.1043, 2.2336, -6.0467], [-2.7383, 1.1261, -5.8422], [-1.8235, 2.5004, -3.3707], [1.6680, -4.6665, -3.6734], [1.9859, -3.1802, -3.5235], [3.2668, -2.8144, -4.2590], [1.0433, -2.3941, -4.1908], [0.5846, -4.7734, -3.6194], [2.0514, -5.2312, -2.8235], [1.9713, -5.1992, -4.5746], [2.0318, -2.9198, -2.4661], [3.4126, -1.7395, -4.1525], [3.2627, -3.1127, -5.3074], [4.1213, -3.2610, -3.7506], [0.8278, -2.7519, -5.0552], [-0.2241, 4.8157, 3.0176], [1.0203, 3.9035, 2.8574], [1.8359, 4.2391, 1.6263], [1.8862, 4.0925, 3.9397], [-0.0658, 5.8020, 2.5815], [-0.3687, 5.0384, 4.0747], [-1.1078, 4.3357, 2.5971], [0.6940, 2.8637, 2.8364], [2.6955, 3.6159, 1.3796], [2.1839, 5.2663, 1.7351], [1.1748, 4.2263, 0.7598], [2.7152, 3.6375, 3.7745], [1.1594, -2.9319, 3.1269], [0.1861, -4.0653, 3.4213], [0.8439, -5.3264, 3.8031], [-0.7171, -3.6734, 4.4349], [1.5175, -3.0317, 2.1023], [1.9984, -2.9045, 3.8223], [0.6848, -1.9539, 3.0466], [-0.5327, -4.3081, 2.6386], [1.3719, -5.7414, 2.9445], [0.1006, -6.0394, 4.1597], [1.5998, -5.0990, 4.5547], [-1.3165, -3.0592, 4.0046], [6.7189, -0.3636, -2.3740], [5.2442, -0.0459, -2.5704], [4.8038, 1.0031, -1.5816], [5.0822, 0.3745, -3.9161], [7.1048, -1.1076, -3.0709], [6.8103, -0.7705, -1.3669], [7.3194, 0.5458, -2.3969], [4.6468, -0.9458, -2.4244], [3.7834, 1.3510, -1.7421], [5.4431, 1.8860, -1.5887], [4.7413, 0.5532, -0.5907], [5.4798, -0.3222, -4.4435]],
  "forces_ev_per_angstrom": [[0.229, -0.290, 0.536], [3.824, 1.242, 3.003], [-6.428, 2.894, -1.057], [0.404, -1.880, 0.391], [1.867, 0.027, -1.094], [0.274, 0.215, 0.215], [2.989, -2.555, 0.341], [0.241, -0.609, -2.395], [-2.576, -0.348, 0.553], [-0.516, 0.963, -0.373], [2.235, -1.320, -3.583], [-2.489, 1.224, 3.888], [1.031, -1.057, -1.230], [0.794, -0.232, -1.131], [1.140, -0.695, -1.013], [-0.380, 3.116, 3.332], [-1.190, -1.103, -0.613], [0.091, -0.370, 0.704], [-0.671, 0.634, -0.488], [1.901, -0.070, 0.902], [-0.637, -0.112, -0.958], [-0.086, -0.374, 0.907], [0.423, -0.042, -0.336], [-0.418, -0.299, -0.099], [0.508, 0.795, -0.252], [-1.214, 0.041, 0.005], [-0.491, 0.486, -0.203], [-0.250, -0.158, -0.133], [-0.071, -0.051, 0.058], [0.373, -0.157, -0.045], [0.014, -0.023, 0.131], [-0.386, 0.936, 0.497], [-1.080, -1.258, 0.615], [-0.072, 0.456, 0.548], [1.038, -0.340, -0.640], [0.155, -0.052, 0.140], [-0.107, -0.016, -0.122], [0.482, -0.224, -0.272], [-0.065, 0.353, 0.065], [-0.052, 0.510, -0.624], [-0.441, -0.658, -0.151], [-0.068, -0.423, 0.085], [0.599, 0.737, -0.133], [0.383, 0.524, 0.062], [0.662, 0.341, -0.351], [-0.474, 0.613, -0.228], [-1.374, 0.199, 0.529], [-0.304, -0.183, 0.140], [-0.004, -0.045, -0.275], [-0.121, -0.032, -0.149], [0.038, 0.008, 0.029], [-0.058, -0.259, -0.184], [0.145, -0.032, 0.222], [0.213, 0.055, 0.134], [0.205, -0.824, 0.434], [-0.563, -1.401, -0.271], [1.700, 1.154, 1.226], [0.961, -0.279, 0.006], [-1.495, 0.621, -0.762], [0.061, -0.140, -0.524], [-0.024, 0.075, -0.139], [0.014, -0.313, 0.242], [-0.368, 0.307, -0.198], [-0.299, -0.009, 0.308], [-0.194, -0.226, 0.059], [0.218, 0.255, -0.054], [0.044, -0.069, 0.100], [-0.542, -1.952, -0.616], [0.766, -1.592, 0.986], [0.346, -0.045, 1.152], [-1.585, 3.610, -0.818], [0.287, -0.108, 0.195], [-0.152, 0.222, 0.026], [0.157, 0.089, -0.292], [0.186, -0.315, -0.515], [-0.021, -0.031, 0.108], [-0.074, 0.537, -0.011], [0.533, -0.030, -0.224], [0.132, -0.276, -0.006], [-0.118, -0.558, -1.998], [0.983, 1.015, -0.381], [0.510, -0.407, 0.019], [-0.738, 0.020, 1.802], [-0.133, 0.000, -0.290], [0.516, 0.179, 0.647], [-0.099, -0.463, 0.237], [-0.249, 0.032, -0.066], [-0.117, -0.125, -0.150], [-0.088, -0.155, 0.090], [-0.192, 0.242, -0.116], [-0.196, 0.226, 0.179], [-1.319, 0.280, -0.184], [0.899, -0.239, 1.856], [0.636, 0.446, 0.048], [-0.414, -0.311, -0.725], [-0.046, -0.068, 0.062], [-0.332, 0.107, 0.024], [0.625, 0.289, -0.040], [0.161, -0.579, -0.506], [0.118, 0.185, 0.019], [-0.141, -0.283, -0.397], [-0.033, 0.140, -0.012], [0.060, 0.112, -0.041], [0.230, 1.657, 0.545], [-0.253, -1.792, 0.757], [-0.694, 0.386, -0.555], [-0.098, 0.461, -0.758], [-0.040, -0.169, 0.120], [0.014, -0.361, -0.324], [0.119, -0.412, -0.225], [0.575, 0.280, 0.344], [-0.294, 0.439, 0.322], [-0.055, -0.246, 0.523], [-0.013, -0.006, -0.586], [0.208, 0.256, -0.455], [-1.177, -0.472, -0.161], [-0.809, 0.190, -0.976], [-1.209, 0.388, 0.081], [1.757, -0.635, 0.911], [0.172, -0.318, -0.216], [0.092, -0.299, 0.039], [-0.074, -0.002, -0.067], [-1.208, 0.684, -0.291], [0.379, -0.100, 0.107], [-0.114, -0.158, -0.158], [0.078, 0.062, 0.077], [1.517, 0.381, 0.523], [-0.777, -0.271, 0.829], [1.937, -1.247, -1.662], [1.034, 0.051, 1.424], [-2.040, 0.623, 0.177], [-0.189, -0.112, 0.096], [0.185, 0.016, 0.002], [0.333, 0.529, -0.229], [-0.236, 0.348, -0.167], [-0.015, 0.047, -0.320], [-0.167, -0.022, 0.041], [0.223, -0.273, -0.185], [0.083, -0.281, -0.096], [0.786, -0.220, 0.250], [0.038, 0.023, -0.610], [-0.880, 0.528, -1.056], [0.123, 0.620, 1.732], [0.055, -0.012, -0.390], [-0.146, -0.380, 0.147], [0.058, 0.107, -0.035], [-0.153, -0.127, -0.162], [-0.113, -0.347, 0.411], [0.115, 0.155, 0.067], [0.020, -0.142, -0.190], [-0.006, -0.401, -0.140], [-0.346, -0.013, -1.238], [-1.294, 0.981, -0.177], [0.763, -0.561, 0.286], [0.133, -0.174, 1.488], [0.501, -0.258, -0.056], [-0.067, -0.006, 0.106], [-0.275, -0.024, 0.487], [0.640, 0.293, -1.089], [0.010, -0.118, -0.071], [0.172, -0.053, 0.112], [-0.027, -0.355, 0.336], [-0.209, 0.440, -0.171], [-0.226, -0.244, 0.996], [0.821, -0.040, -0.064], [-0.789, 0.194, -0.066], [-0.478, 0.448, -0.329], [-0.023, 0.028, -0.127], [0.287, -0.177, 0.084], [-0.022, 0.006, -0.262], [-0.098, -0.199, 0.189], [-0.079, -0.062, -0.292], [0.194, -0.115, 0.085], [0.389, 0.073, 0.127], [0.034, 0.064, -0.253]]
}